A 7-piece molecular cluster, C48H108N7O3 overall, computed with ωB97M-V/def2-TZVPD.

Each atom is followed by the atoms it is bonded to, with distances in Å.
Atoms and positions in Å:
1 C 4.10276 -12.38248 16.90630  C2 1.550, H10 1.090, H11 1.090, H12 1.090
2 C 5.15950 -13.29799 16.23639  C1 1.550, C3 1.513, H13 1.090, H14 1.090
3 C 6.38601 -12.51394 15.82472  C2 1.513, N4 1.552, H15 1.090, H16 1.090
4 N 7.59434 -13.41245 15.44812  C3 1.552, C5 1.546, C6 1.538, C9 1.530
5 C 8.17520 -14.19192 16.65035  N4 1.546, H17 1.090, H18 1.090, H19 1.090
6 C 7.20745 -14.42526 14.35702  N4 1.538, C7 1.503, H20 1.090, H21 1.090
7 C 8.34097 -14.45142 13.36982  C6 1.503, C8 1.472, H22 1.090, H23 1.090
8 C 9.37424 -13.48646 13.78089  C7 1.472, C9 1.519, H24 1.090, H25 1.090
9 C 8.67180 -12.56717 14.76492  N4 1.530, C8 1.519, H26 1.090, H27 1.090
10 H 3.20298 -12.84173 17.31569  C1 1.090
11 H 3.65023 -11.80014 16.10368  C1 1.090
12 H 4.35951 -11.75258 17.75802  C1 1.090
13 H 4.64694 -13.66723 15.34811  C2 1.090
14 H 5.43191 -14.14616 16.86449  C2 1.090
15 H 6.86920 -12.02658 16.67154  C3 1.090
16 H 6.14628 -11.85098 14.99338  C3 1.090
17 H 8.58133 -13.56110 17.44106  C5 1.090
18 H 8.98054 -14.85098 16.32606  C5 1.090
19 H 7.32122 -14.76821 17.00631  C5 1.090
20 H 7.08255 -15.38870 14.85126  C6 1.090
21 H 6.26638 -14.19675 13.85675  C6 1.090
22 H 8.80018 -15.42932 13.22513  C7 1.090
23 H 7.91741 -14.08938 12.43301  C7 1.090
24 H 10.23889 -14.03617 14.15276  C8 1.090
25 H 9.74817 -12.90741 12.93651  C8 1.090
26 H 9.35601 -12.11250 15.48132  C9 1.090
27 H 8.20270 -11.68724 14.32473  C9 1.090
28 C 5.60430 -7.81517 19.81219  C29 1.556, H37 1.090, H38 1.090, H39 1.090
29 C 6.99859 -7.75920 20.50008  C28 1.556, C30 1.608, H40 1.090, H41 1.090
30 C 7.98672 -6.74119 19.74304  C29 1.608, N31 1.525, H42 1.090, H43 1.090
31 N 9.29946 -6.60212 20.50732  C30 1.525, C32 1.537, C33 1.496, C36 1.564
32 C 10.12131 -7.88018 20.27915  N31 1.537, H44 1.090, H45 1.090, H46 1.090
33 C 9.15236 -6.24282 21.95236  N31 1.496, C34 1.565, H47 1.090, H48 1.090
34 C 10.54287 -5.67887 22.39589  C33 1.565, C35 1.526, H49 1.090, H50 1.090
35 C 11.18361 -5.14912 21.11642  C34 1.526, C36 1.526, H51 1.090, H52 1.090
36 C 10.25588 -5.49521 19.95502  N31 1.564, C35 1.526, H53 1.090, H54 1.090
37 H 5.68151 -7.96734 18.73563  C28 1.090
38 H 5.15226 -6.83507 19.96440  C28 1.090
39 H 4.90322 -8.55015 20.20765  C28 1.090
40 H 7.37913 -8.78034 20.47643  C29 1.090
41 H 6.91375 -7.53625 21.56366  C29 1.090
42 H 7.63517 -5.71859 19.60596  C30 1.090
43 H 8.29585 -7.14323 18.77820  C30 1.090
44 H 11.14644 -7.92625 20.64669  C32 1.090
45 H 10.17529 -8.02280 19.19986  C32 1.090
46 H 9.53047 -8.68974 20.70764  C32 1.090
47 H 8.73635 -7.03119 22.57966  C33 1.090
48 H 8.32208 -5.53682 21.93465  C33 1.090
49 H 11.14502 -6.47537 22.83305  C34 1.090
50 H 10.44076 -4.93310 23.18424  C34 1.090
51 H 12.13588 -5.64872 20.93846  C35 1.090
52 H 11.27137 -4.07910 21.30469  C35 1.090
53 H 10.77493 -5.73266 19.02642  C36 1.090
54 H 9.63288 -4.61019 19.82577  C36 1.090
55 C 0.41734 -11.01935 16.25085  C56 1.510, H64 1.090, H65 1.090, H66 1.090
56 C 0.37131 -11.65559 14.88167  C55 1.510, C57 1.539, H67 1.090, H68 1.090
57 C -0.87383 -11.45054 14.00096  C56 1.539, N58 1.525, H69 1.090, H70 1.090
58 N -0.79492 -11.95638 12.56442  C57 1.525, C59 1.530, C60 1.575, C63 1.599
59 C 0.10872 -11.03201 11.74521  N58 1.530, H71 1.090, H72 1.090, H73 1.090
60 C -2.22556 -12.05944 11.91367  N58 1.575, C61 1.533, H74 1.090, H75 1.090
61 C -2.04502 -13.13527 10.83631  C60 1.533, C62 1.446, H76 1.090, H77 1.090
62 C -0.93355 -13.99908 11.16754  C61 1.446, C63 1.495, H78 1.090, H79 1.090
63 C -0.42489 -13.50949 12.48570  N58 1.599, C62 1.495, H80 1.090, H81 1.090
64 H -0.45447 -11.42738 16.76229  C55 1.090
65 H 0.27072 -9.93936 16.26577  C55 1.090
66 H 1.24686 -11.24937 16.91949  C55 1.090
67 H 0.66486 -12.70526 14.87018  C56 1.090
68 H 1.16457 -11.12548 14.35459  C56 1.090
69 H -1.13693 -10.39381 13.95404  C57 1.090
70 H -1.75227 -11.93164 14.43107  C57 1.090
71 H -0.06074 -11.26463 10.69389  C59 1.090
72 H 1.17406 -11.19053 11.91259  C59 1.090
73 H -0.20279 -10.02814 12.03385  C59 1.090
74 H -2.53595 -11.05006 11.64363  C60 1.090
75 H -2.82783 -12.49035 12.71348  C60 1.090
76 H -1.97171 -12.61675 9.88034  C61 1.090
77 H -2.94338 -13.72794 10.66375  C61 1.090
78 H -0.15664 -13.98132 10.40321  C62 1.090
79 H -1.19811 -15.05114 11.27382  C62 1.090
80 H 0.65584 -13.51370 12.34390  C63 1.090
81 H -0.72556 -14.03021 13.39484  C63 1.090
82 C 4.00448 -14.90089 19.73310  C83 1.540, H91 1.090, H92 1.090, H93 1.090
83 C 4.98792 -13.86323 20.30517  C82 1.540, C84 1.541, H94 1.090, H95 1.090
84 C 6.41583 -14.44360 20.29583  C83 1.541, N85 1.560, H96 1.090, H97 1.090
85 N 7.48940 -13.45553 20.84664  C84 1.560, C86 1.562, C87 1.546, C90 1.550
86 C 7.52861 -12.06968 20.12676  N85 1.562, H98 1.090, H99 1.090, H100 1.090
87 C 7.33650 -13.28881 22.37554  N85 1.546, C88 1.565, H101 1.090, H102 1.090
88 C 8.71096 -13.72946 22.98157  C87 1.565, C89 1.497, H103 1.090, H104 1.090
89 C 9.25753 -14.68970 21.97177  C88 1.497, C90 1.536, H105 1.090, H106 1.090
90 C 8.83731 -14.17612 20.58698  N85 1.550, C89 1.536, H107 1.090, H108 1.090
91 H 4.07821 -15.73643 20.42919  C82 1.090
92 H 4.15588 -15.18142 18.69076  C82 1.090
93 H 2.97142 -14.55672 19.78252  C82 1.090
94 H 4.72399 -13.69264 21.34889  C83 1.090
95 H 4.86517 -12.92041 19.77214  C83 1.090
96 H 6.72882 -14.77609 19.30609  C84 1.090
97 H 6.41959 -15.41803 20.78427  C84 1.090
98 H 8.43985 -11.52330 20.37009  C86 1.090
99 H 6.61247 -11.60612 20.49268  C86 1.090
100 H 7.32056 -12.29143 19.08003  C86 1.090
101 H 7.07786 -12.23613 22.48982  C87 1.090
102 H 6.53355 -13.95100 22.69938  C87 1.090
103 H 9.43817 -12.92235 23.07011  C88 1.090
104 H 8.66155 -14.17771 23.97390  C88 1.090
105 H 10.32986 -14.82547 22.11242  C89 1.090
106 H 8.85982 -15.68725 22.15837  C89 1.090
107 H 9.59976 -13.45430 20.29417  C90 1.090
108 H 8.79910 -14.98295 19.85509  C90 1.090
109 C 5.21762 -9.23526 27.68165  C110 1.546, H118 1.090, H119 1.090, H120 1.090
110 C 5.08877 -9.67805 26.20574  C109 1.546, C111 1.508, H121 1.090, H122 1.090
111 C 3.63943 -9.68525 25.78875  C110 1.508, N112 1.574, H123 1.090, H124 1.090
112 N 3.33752 -10.11775 24.30550  C111 1.574, C113 1.521, C114 1.570, C117 1.594
113 C 3.83765 -9.15766 23.23709  N112 1.521, H125 1.090, H126 1.090, H127 1.090
114 C 1.76840 -10.13539 24.24435  N112 1.570, C115 1.529, H128 1.090, H129 1.090
115 C 1.18979 -11.51022 24.58141  C114 1.529, C116 1.470, H130 1.090, H131 1.090
116 C 2.18684 -12.38135 23.94168  C115 1.470, C117 1.559, H132 1.090, H133 1.090
117 C 3.56259 -11.64765 23.91672  N112 1.594, C116 1.559, H134 1.090, H135 1.090
118 H 6.29117 -9.06349 27.75957  C109 1.090
119 H 4.71199 -9.87436 28.40552  C109 1.090
120 H 4.61500 -8.36598 27.94491  C109 1.090
121 H 5.62235 -10.58598 25.92459  C110 1.090
122 H 5.66528 -8.96370 25.61799  C110 1.090
123 H 3.16469 -8.70753 25.87108  C111 1.090
124 H 3.04231 -10.38973 26.36778  C111 1.090
125 H 3.48030 -9.50663 22.26826  C113 1.090
126 H 4.90855 -9.35786 23.27164  C113 1.090
127 H 3.50865 -8.17592 23.57776  C113 1.090
128 H 1.35800 -9.93792 23.25406  C114 1.090
129 H 1.28646 -9.38459 24.87055  C114 1.090
130 H 0.18749 -11.66937 24.18370  C115 1.090
131 H 1.14532 -11.70161 25.65356  C115 1.090
132 H 1.92810 -12.67099 22.92322  C116 1.090
133 H 2.27631 -13.31518 24.49672  C116 1.090
134 H 3.96918 -11.58896 22.90709  C117 1.090
135 H 4.23664 -12.23625 24.53906  C117 1.090
136 C -2.69846 -4.21706 17.38759  C137 1.599, H145 1.090, H146 1.090, H147 1.090
137 C -1.24433 -4.26265 18.05148  C136 1.599, C138 1.612, H148 1.090, H149 1.090
138 C -1.15697 -5.55248 19.01401  C137 1.612, N139 1.523, H150 1.090, H151 1.090
139 N 0.19684 -5.97054 19.57321  C138 1.523, C140 1.604, C141 1.570, C144 1.563
140 C 1.14612 -6.53486 18.40973  N139 1.604, H152 1.090, H153 1.090, H154 1.090
141 C 0.91873 -4.84319 20.39348  N139 1.570, C142 1.509, H155 1.090, H156 1.090
142 C 1.92839 -5.51527 21.29165  C141 1.509, C143 1.493, H157 1.090, H158 1.090
143 C 1.41276 -6.89291 21.54940  C142 1.493, C144 1.566, H159 1.090, H160 1.090
144 C 0.15601 -7.11146 20.64123  N139 1.563, C143 1.566, H161 1.090, H162 1.090
145 H -3.47122 -4.32878 18.14815  C136 1.090
146 H -2.82644 -4.95621 16.59678  C136 1.090
147 H -2.80795 -3.23783 16.92152  C136 1.090
148 H -1.10339 -3.37589 18.66946  C137 1.090
149 H -0.48190 -4.27016 17.27255  C137 1.090
150 H -1.36674 -6.49076 18.50046  C138 1.090
151 H -1.77124 -5.49985 19.91290  C138 1.090
152 H 1.98503 -7.02330 18.90547  C140 1.090
153 H 1.34657 -5.68187 17.76141  C140 1.090
154 H 0.61942 -7.28492 17.81972  C140 1.090
155 H 1.33543 -4.09215 19.72236  C141 1.090
156 H 0.22812 -4.26974 21.01180  C141 1.090
157 H 2.90837 -5.42445 20.82316  C142 1.090
158 H 1.92760 -5.07064 22.28684  C142 1.090
159 H 2.26536 -7.54097 21.34645  C143 1.090
160 H 1.15541 -6.97236 22.60560  C143 1.090
161 H 0.16297 -8.12017 20.22826  C144 1.090
162 H -0.78416 -6.94162 21.16596  C144 1.090
163 N 2.06913 -10.44525 19.91865  O164 1.206, O165 1.208, O166 1.226
164 O 1.20500 -10.67930 20.72646  N163 1.206
165 O 3.18040 -10.90672 20.02324  N163 1.208
166 O 1.80527 -9.67551 19.00199  N163 1.226

The value obtained for the strongest force on any atom is 0.07941 Eh/bohr. The energy relative to the best compared isomer or geometry (same formula, charge and spin) comes out at 0.0000 eV. As for the spin multiplicity: 2. The charge is +6.